Record 1
Here is a 16-piece molecular cluster, C87H130ClN16O13 overall in a non-equilibrium geometry from the Open Molecules 2025 dataset. Energies are from ωB97M-V/def2-TZVPD.

As for the gap between HOMO and LUMO: 1.0 eV. As for the total charge: +9. As for the total energy: -155169.4507 eV. For the maximum force, the calculation gives 6.7 eV Å⁻¹.

Last column: Mulliken charge in e.
Atoms and positions in Å:
Cl: -2.0859 2.5318 -0.8295  1.670
O: -1.6072 3.6987 -1.5397  -0.575
O: -1.1608 2.2893 0.2684  -0.585
O: -3.3899 2.7436 -0.2738  -0.723
O: -2.1882 1.3684 -1.7034  -0.728
C: 6.9991 -5.4387 -17.9314  -0.831
N: 6.5546 -5.4564 -16.5129  0.049
C: 7.3528 -6.0771 -15.6413  -0.401
C: 6.9749 -6.3612 -14.3422  -0.540
C: 5.7773 -5.8750 -13.9110  0.811
C: 5.0600 -4.9886 -14.7636  -0.805
C: 5.4485 -4.7957 -16.0648  -0.132
C: 5.5959 -5.9033 -12.4238  0.941
C: 5.8362 -7.0755 -11.6593  -0.705
C: 5.6816 -7.0180 -10.2895  -0.233
N: 5.2115 -5.9314 -9.6462  0.031
C: 4.9488 -4.8053 -10.3740  -0.104
C: 5.1691 -4.7884 -11.7315  -0.738
C: 4.7599 -6.0702 -8.1824  -0.958
H: 6.7756 -6.3724 -18.3987  0.384
H: 8.0712 -5.4488 -17.9617  0.343
H: 6.5652 -4.6132 -18.4817  0.326
H: 8.3303 -6.3940 -15.9850  0.368
H: 7.6993 -6.8573 -13.6485  0.401
H: 4.0890 -4.5836 -14.4817  0.479
H: 4.8889 -4.3118 -16.8926  0.404
H: 6.1316 -7.9988 -12.1840  0.521
H: 5.7520 -7.8279 -9.5861  0.509
H: 4.3758 -4.0211 -9.8682  0.361
H: 5.1565 -3.8318 -12.2174  0.479
H: 3.9490 -6.8003 -8.1121  0.379
H: 4.4711 -5.0745 -7.8563  0.302
H: 5.6114 -6.4185 -7.5370  0.358
C: -0.5525 -13.8077 1.1017  -0.943
N: 0.2991 -12.7518 0.6844  0.078
C: 1.4770 -12.5604 1.3309  -0.497
C: 2.3300 -11.5258 1.0465  -0.605
C: 1.9897 -10.5806 0.0908  1.047
C: 0.7493 -10.7930 -0.5585  -0.684
C: -0.0780 -11.8450 -0.2065  -0.185
C: 2.8069 -9.3231 -0.1062  1.214
C: 4.0434 -9.2392 0.5238  -0.723
C: 4.7376 -8.0159 0.4667  -0.460
N: 4.1705 -6.9648 -0.1783  0.153
C: 3.0267 -7.0920 -0.8983  -0.631
C: 2.3036 -8.2786 -0.8706  -0.608
C: 4.8456 -5.6826 -0.2379  -0.985
H: -1.2571 -14.0706 0.3195  0.328
H: -1.0680 -13.5602 2.0423  0.365
H: -0.1000 -14.8098 1.2471  0.378
H: 1.7121 -13.2885 2.0747  0.448
H: 3.1421 -11.2920 1.7208  0.316
H: 0.5010 -10.1487 -1.3607  0.510
H: -1.0106 -11.9584 -0.6951  0.418
H: 4.4988 -10.1267 0.8636  0.484
H: 5.6849 -7.8509 0.9381  0.429
H: 2.7091 -6.2655 -1.5597  0.827
H: 1.3771 -8.2824 -1.3926  0.138
H: 4.4897 -5.0947 0.6206  0.384
H: 4.6264 -5.2067 -1.2063  0.349
H: 5.9194 -5.8074 -0.1886  0.357
C: 10.7342 -1.7268 5.9362  -1.006
N: 11.9272 -1.1429 6.6594  0.097
C: 12.2040 -1.4445 7.9846  -0.084
C: 13.2401 -0.7766 8.6431  -0.436
C: 14.0347 0.1997 8.0127  0.594
C: 13.7411 0.3928 6.6778  -0.518
C: 12.6918 -0.2411 6.0385  -0.277
C: 15.2545 0.8403 8.5683  0.576
C: 16.5271 0.3343 8.2616  -0.491
C: 17.5663 0.7562 9.0018  -0.401
N: 17.4335 1.7926 9.9216  0.043
C: 16.2244 2.3872 10.1066  -0.225
C: 15.1246 1.8073 9.5067  -0.535
C: 18.6396 2.1705 10.6592  -0.930
H: 9.9947 -2.2016 6.5809  0.321
H: 11.1190 -2.4467 5.2106  0.346
H: 10.1520 -0.9032 5.4730  0.378
H: 11.5798 -2.1385 8.6028  0.375
H: 13.4137 -1.0015 9.7740  0.340
H: 14.3273 1.1472 6.1662  0.500
H: 12.3582 -0.0012 5.0434  0.469
H: 16.6896 -0.4909 7.5606  0.450
H: 18.5563 0.3240 8.8408  0.456
H: 16.1653 3.1956 10.8112  0.439
H: 14.1993 2.2706 9.8262  0.435
H: 19.1141 1.2416 11.0698  0.366
H: 18.4389 2.8285 11.4431  0.345
H: 19.3010 2.7272 10.0016  0.371
C: -2.6895 -6.9000 17.6893  -0.798
N: -3.3028 -5.9690 16.6687  -0.006
C: -4.5928 -5.7450 16.6433  -0.091
C: -5.1206 -5.1764 15.4794  -0.843
C: -4.2181 -4.6545 14.5624  0.757
C: -2.8522 -4.8018 14.7206  -0.544
C: -2.4209 -5.4142 15.8194  -0.368
C: -4.7098 -4.0491 13.3106  0.761
C: -3.9817 -4.2630 12.1419  -0.823
C: -4.2908 -3.5499 11.0070  -0.106
N: -5.3613 -2.7536 11.0172  0.059
C: -6.1815 -2.6942 12.1155  -0.379
C: -5.7884 -3.2472 13.2688  -0.567
C: -5.6115 -1.8782 9.8137  -0.906
H: -3.5365 -7.2891 18.1856  0.259
H: -2.0017 -6.3390 18.2574  0.369
H: -2.1051 -7.6755 17.1090  0.369
H: -5.2158 -6.1020 17.5039  0.391
H: -6.1655 -5.2193 15.3230  0.521
H: -2.0939 -4.4082 14.0512  0.520
H: -1.3166 -5.3699 15.9625  0.394
H: -3.2165 -5.0198 12.1323  0.600
H: -3.7082 -3.7212 10.1427  0.461
H: -7.0881 -2.1114 12.0519  0.476
H: -6.4444 -3.0620 14.1336  0.467
H: -5.5035 -0.8094 10.0694  0.339
H: -6.5545 -2.1482 9.4199  0.408
H: -4.8390 -2.1814 9.1042  0.264
C: -12.9175 -0.9919 0.4611  -0.922
N: -11.4711 -0.8887 0.4981  0.009
C: -10.9347 -0.1001 -0.4837  -0.218
C: -9.6069 0.2355 -0.4028  -0.724
C: -8.7302 -0.2603 0.6548  0.781
C: -9.3575 -1.2239 1.4537  -0.787
C: -10.7302 -1.5461 1.3330  0.005
C: -7.2587 -0.0059 0.7347  1.593
C: -6.4985 0.3531 -0.3733  -0.542
C: -5.1262 0.3562 -0.3384  -0.571
N: -4.5200 0.0474 0.8317  0.302
C: -5.2639 -0.1576 1.9363  -0.313
C: -6.6076 -0.2264 1.9023  -0.764
C: -3.0984 -0.0028 0.9097  -1.544
H: -13.3282 -0.0529 0.6538  0.377
H: -13.2319 -1.7276 1.2011  0.299
H: -13.1574 -1.3617 -0.5096  0.398
H: -11.5830 0.2247 -1.3521  0.382
H: -9.1584 0.8561 -1.1460  0.406
H: -8.8197 -1.8510 2.2121  0.352
H: -11.1923 -2.3206 1.9285  0.398
H: -6.9099 0.5256 -1.4121  0.213
H: -4.5044 0.5774 -1.1988  0.508
H: -4.6528 -0.4546 2.8170  0.169
H: -7.1022 -0.4078 2.8703  0.618
H: -2.7445 -0.8187 1.4103  0.584
H: -2.6766 0.9064 1.3377  0.504
H: -2.7403 -0.0560 -0.1711  0.447
C: -7.7548 11.3390 -12.9615  -0.994
C: -7.8360 12.4604 -12.1123  -0.075
C: -8.9021 13.1865 -11.5418  -0.164
C: -10.3421 12.4911 -11.2061  -0.949
N: -11.7172 13.2585 -11.3964  0.280
C: -12.0588 14.4167 -10.5534  -0.351
C: -13.5209 14.1508 -10.2322  -0.464
C: -13.8716 12.8856 -10.7252  -0.423
C: -12.7993 12.3631 -11.2408  -0.232
C: -11.6710 13.6802 -12.9192  -1.037
H: -7.1078 10.6568 -12.3215  0.354
H: -7.2189 11.4484 -13.8872  0.367
H: -8.6430 10.6572 -13.0411  0.313
H: -6.9542 13.1891 -12.1308  0.385
H: -3.5845 7.2614 -6.6882  0.100
H: -8.9535 13.8503 -12.4272  0.237
H: -8.7577 13.9127 -10.6620  0.403
H: -10.3545 12.0833 -10.1572  0.515
H: -10.4959 11.8395 -12.0404  0.487
H: -11.8503 15.3271 -11.0419  0.314
H: -11.2173 14.2166 -9.7315  0.291
H: -7.2033 1.5547 5.9476  -0.134
H: -14.3641 14.6995 -9.6341  0.333
H: -14.9806 12.7405 -10.5830  0.404
H: -16.4137 7.4769 -4.0794  0.113
H: -12.4082 11.3747 -11.5413  0.352
H: -9.8251 8.5527 -7.2564  -0.109
H: -11.5328 12.7423 -13.5687  0.358
H: -10.9127 14.4398 -13.0618  0.448
H: -12.7719 14.0463 -13.0778  0.392
C: -1.6596 -0.2900 8.6613  -1.297
C: -1.6103 0.8758 7.6765  -0.485
C: -0.4299 0.5978 6.6850  -0.461
C: -0.1092 1.8347 5.7558  -1.011
N: 0.7485 1.5532 4.6134  0.356
C: 2.2413 1.4337 4.8242  -0.718
C: 2.8024 1.4976 3.4180  -0.592
C: 1.8647 2.4691 2.6828  -0.491
C: 0.6600 2.7604 3.5961  -0.903
C: 0.1094 0.3861 3.8609  -1.052
H: -2.2765 -0.1305 9.4895  0.412
H: -0.6729 -0.5610 8.9972  0.438
H: -1.9863 -1.1804 8.0950  0.188
H: -1.5040 1.8576 8.2080  0.480
H: -2.5387 0.9787 7.1548  0.262
H: -0.7446 -0.2444 6.1022  0.343
H: 0.4527 0.3074 7.2184  0.478
H: 0.3137 2.7030 6.2800  0.544
H: -1.0882 2.1575 5.3565  0.243
H: 2.3835 0.4989 5.3442  0.398
H: 2.5368 2.2805 5.3823  0.437
H: 2.8123 0.4791 2.9744  0.320
H: 3.8090 1.8287 3.3338  0.422
H: 1.6068 2.0921 1.6783  0.170
H: 2.3214 3.4386 2.5018  0.487
H: -0.3421 2.8121 3.2547  0.586
H: 0.9559 3.6033 4.1605  0.411
H: -0.9814 0.3837 4.0368  0.381
H: 0.4837 -0.5940 4.2024  0.272
H: 0.3741 0.4316 2.7619  0.416
C: 1.6208 2.9185 -3.0650  -1.013
C: 1.3624 3.8438 -4.2705  -0.758
C: 0.3143 4.9387 -3.7740  -0.290
C: 0.1815 5.9749 -4.9368  -1.085
N: -0.9103 6.9741 -4.9544  0.511
C: -0.6710 8.0057 -6.0104  -0.613
C: 0.3622 8.9443 -5.3801  -0.859
C: 0.0660 8.8557 -3.8481  -0.426
C: -0.9594 7.6959 -3.6341  -0.333
C: -2.1016 6.1389 -5.2135  -1.345
H: 2.3038 2.0827 -3.3796  0.362
H: 0.7320 2.4716 -2.5599  0.131
H: 2.1258 3.5696 -2.3702  0.333
H: 0.9407 3.3156 -5.1847  0.368
H: 2.2724 4.3761 -4.5881  0.377
H: 0.6891 5.4166 -2.8897  0.596
H: -0.6068 4.3595 -3.6555  0.157
H: 0.1349 5.3833 -5.8653  0.391
H: 1.0647 6.5341 -4.9555  0.426
H: -1.6991 8.4572 -6.1624  0.445
H: -0.4605 7.5718 -6.9868  0.279
H: 0.3887 9.9857 -5.7286  0.428
H: 1.3352 8.5351 -5.6115  0.369
H: -0.3463 9.8270 -3.5378  0.406
H: 1.0767 8.7132 -3.4826  0.220
H: -1.9690 8.0836 -3.4912  0.376
H: -0.8051 6.9082 -2.8618  0.203
H: -1.9880 5.8701 -6.3141  0.475
H: -2.9359 6.8052 -5.0666  0.361
H: -2.0722 5.3129 -4.4735  0.075
N: 6.7691 -2.4892 3.7307  0.990
O: 7.8989 -2.6407 4.1397  -0.654
O: 5.9555 -3.4758 3.5890  -0.676
O: 6.3474 -1.3781 3.4566  -0.651
N: -3.8823 -0.7585 5.0904  0.855
O: -5.0847 -1.0072 4.8093  -0.671
O: -3.3603 -1.2330 6.1107  -0.588
O: -3.1555 -0.0528 4.2291  -0.716
N: 3.0877 -6.4039 -4.0105  1.041
O: 3.6974 -6.2356 -5.1349  -0.648
O: 2.9545 -5.4207 -3.2243  -0.676
O: 2.7209 -7.5815 -3.6607  -0.621

Atoms 1-3, force components in eV/Å:
Cl 0.95 0.42 0.27
O -0.54 -0.63 -0.15
O -0.07 -0.41 -0.39

Record 2
Here is a 2-piece molecular cluster, C8H13N2O overall in a non-equilibrium geometry from the Open Molecules 2025 dataset. Energies are from ωB97M-V/def2-TZVPD.

As for the gap between HOMO and LUMO (spin up / spin down): 5.4 / 5.8 eV. As for the total charge: +1. Its spin multiplicity is 3. As for the total energy: -13521.3411 eV. The expectation value of S² is 2.0165. For the maximum force, the calculation gives 3.6 eV Å⁻¹.

Last column: Mulliken charge in e.
Atoms and positions in Å:
C: -1.1905 -0.7553 -0.2517  0.115
C: -1.8921 -1.6663 0.1361  0.033
C: 0.5729 -0.2035 1.9183  0.547
C: 0.7865 2.1805 -1.3962  -0.509
C: -0.5460 1.6105 -0.8291  -0.412
C: 1.6883 0.9705 -1.4958  -0.503
C: -0.3072 0.1841 -0.6975  -0.048
C: -2.9099 -2.4594 0.5987  -1.355
N: 1.6362 0.3502 2.3960  -0.251
N: 0.9646 -0.1883 -1.0473  -0.021
O: 0.5974 -1.5291 1.9078  -0.361
H: 0.6946 2.6977 -2.3475  0.297
H: 1.2469 2.9593 -0.6043  0.194
H: -0.7803 1.9813 0.1319  0.245
H: -1.3962 1.6374 -1.5335  0.305
H: 2.2007 0.7690 -2.5042  0.366
H: 2.5590 1.2180 -0.8133  0.197
H: -3.2325 -2.3968 1.6273  0.300
H: -2.8452 -3.4805 0.3590  0.377
H: -3.7335 -2.1083 -0.0463  0.330
H: 1.8083 1.4017 2.3930  0.306
H: 2.2991 -0.3420 2.8065  0.279
H: 1.4944 -1.0537 -1.1252  0.262
H: -0.0463 -2.1177 1.5362  0.308

Atoms 1-3, force components in eV/Å:
C -0.20 -0.38 -0.10
C 2.32 1.90 0.07
C -0.12 -3.38 -0.26

Record 3
Here is one molecule with the formula C12H15NO in a non-equilibrium geometry from the Open Molecules 2025 dataset. Energies are from ωB97M-V/def2-TZVPD.

As for the gap between HOMO and LUMO: 7.5 eV. As for the total charge: 0. As for the total energy: -16221.7035 eV. For the maximum force, the calculation gives 4.3 eV Å⁻¹.

Last column: Mulliken charge in e.
Atoms and positions in Å:
C: -2.2522 -1.8580 -0.6565  -0.892
C: -1.9070 -0.6434 -0.1791  0.735
C: -3.0290 -0.1112 0.6141  -0.740
C: -3.2485 1.1693 0.7585  -0.236
C: -2.5032 2.1090 -0.0512  -0.519
C: -1.2389 1.7074 -0.4118  -0.912
C: -0.7404 0.3759 -0.1641  0.912
C: 0.6538 0.2808 0.0022  0.349
C: 1.3958 1.5257 0.3018  -0.370
N: 2.3700 1.9058 -0.6049  -0.407
O: 0.9958 2.3034 1.1480  -0.563
C: 1.2883 -1.0536 0.1951  0.777
C: 1.7269 -1.6339 -1.1871  -1.489
C: 2.4410 -1.1280 1.1979  -1.697
H: -3.1960 -2.2981 -0.4046  0.360
H: -1.4500 -2.4365 -1.2374  0.174
H: -3.6619 -0.7637 1.2117  0.331
H: -4.0609 1.5313 1.4543  0.321
H: -2.8692 3.1326 0.0222  0.334
H: -0.5463 2.4321 -0.8263  0.348
H: 3.0910 1.2801 -0.8771  0.224
H: 2.5281 2.8340 -0.4884  0.243
H: 0.5471 -1.7725 0.4734  0.389
H: 0.9061 -1.6797 -1.8947  0.364
H: 2.0870 -2.6129 -1.1126  0.455
H: 2.4015 -1.0163 -1.7359  0.331
H: 2.1569 -0.5842 2.0589  0.469
H: 3.3711 -0.7459 0.9547  0.379
H: 2.7430 -2.2494 1.4392  0.333

Atoms 1-3, force components in eV/Å:
C 4.17 -0.13 -1.21
C -0.52 -0.17 0.93
C -0.09 -0.63 1.19